Entry 1:
Molecular formula: C20H26N2
Method: DFT, ωB97M-V/def2-TZVPD

CARTESIAN COORDINATES (ANGSTROEM)
C: -1.1540 1.6994 4.5459
C: -2.0163 2.0407 3.5668
C: 0.0539 1.0398 4.1866
C: -3.6321 -1.6798 -4.1999
C: -3.5646 -0.3281 -4.7203
C: -1.8550 1.6072 2.2610
C: 0.2347 0.6314 2.8220
C: -3.0531 -2.1309 -3.0642
C: -2.9730 0.6334 -3.9433
C: -0.7176 0.8976 1.8109
C: -2.4661 -1.1163 -2.2817
C: -2.3960 0.2311 -2.7546
N: 4.0314 -0.1059 0.1964
N: -0.5179 0.5357 0.4216
C: 4.8434 -2.4777 0.6419
C: -1.9760 -1.1598 -0.8910
C: -1.6465 1.0513 -1.7154
C: 4.2049 -1.1686 1.2093
C: 3.2231 1.0722 0.4904
C: 0.8175 -0.0220 0.0114
C: 1.7563 1.1559 -0.1090
C: -1.6990 0.2205 -0.4287
H: -1.4205 1.9786 5.6195
H: -2.9818 2.2770 3.7928
H: 0.7171 0.8255 4.9543
H: -4.0921 -2.4167 -4.7302
H: -3.9835 -0.0829 -5.7287
H: -2.5322 1.8297 1.4449
H: 1.1997 0.1525 2.5812
H: -3.0223 -3.1271 -2.6099
H: -2.7896 1.6261 -4.2283
H: 3.6314 -0.6965 -0.5746
H: 5.8714 -2.5471 0.8921
H: 4.2111 -3.3282 1.0589
H: 4.8997 -2.4303 -0.4037
H: -2.6642 -1.6804 -0.1500
H: -0.9951 -1.7347 -0.8228
H: -0.6336 1.1968 -2.0572
H: -2.0256 2.0118 -1.4595
H: 3.1834 -1.4074 1.6853
H: 4.6993 -0.8662 2.1082
H: 3.0339 1.1844 1.5476
H: 3.6668 1.9098 0.1262
H: 1.1627 -0.7730 0.6530
H: 0.8384 -0.4314 -0.9643
H: 1.2866 1.9171 0.4087
H: 1.8133 1.4578 -1.1586
H: -2.5723 0.5276 -0.0413

## Properties
2S+1: 1
SMILES: CCNCCCN(c1ccccc1)C1Cc2ccccc2C1
HOMO energy: -7.80 eV

Want to see where the charge sits? The natural (NBO) charges in e are: C -0.236; C -0.218; C -0.177; C -0.203; C -0.208; C -0.237; C -0.280; C -0.215; C -0.208; C 0.180; C -0.003; C -0.017; N -0.632; N -0.436; C -0.622; C -0.434; C -0.414; C -0.202; C -0.205; C -0.232; C -0.407; C -0.025; H 0.214; H 0.208; H 0.208; H 0.201; H 0.220; H 0.201; H 0.208; H 0.221; H 0.211; H 0.344; H 0.215; H 0.215; H 0.208; H 0.220; H 0.211; H 0.205; H 0.213; H 0.135; H 0.188; H 0.184; H 0.189; H 0.193; H 0.211; H 0.219; H 0.193; H 0.199


Entry 2:
Molecular formula: C20H26N2NbO2Si
Method: DFT, ωB97M-V/def2-TZVPD

CARTESIAN COORDINATES (ANGSTROEM)
C: -0.1180 0.3802 2.8342
C: 1.0362 -0.1281 2.1537
C: 1.8489 0.9858 1.7537
H: 1.2956 -1.1775 2.0428
C: 1.2060 2.1893 2.1721
C: -0.0188 1.8213 2.8627
H: -0.5933 2.4829 3.5033
H: -0.9010 -0.2173 3.2949
H: 2.8226 0.9223 1.2707
H: 1.6469 3.1829 2.1413
Nb: -0.1377 1.2387 0.7820
C: 0.2462 -1.4456 -3.7449
H: 0.6675 -0.4590 -3.5175
H: 0.9895 -2.0750 -4.2482
H: -0.0961 -1.9826 -2.8413
Si: -0.1052 -0.6822 -0.9326
C: -1.2480 -2.1073 -0.5929
C: -1.1209 -2.7520 0.6490
H: -0.3715 -2.4103 1.3677
C: -1.9493 -3.8305 0.9624
H: -1.8394 -4.3186 1.9310
C: -2.8946 -4.2843 0.0345
H: -3.5300 -5.1354 0.2827
C: -3.0384 -3.6306 -1.1940
H: -3.7792 -3.9785 -1.9165
C: -2.2391 -2.5247 -1.4981
H: -2.3663 -1.9869 -2.4386
C: 1.6758 -1.2877 -1.0730
C: 1.9737 -2.6620 -1.0433
H: 1.1645 -3.3947 -1.1012
C: 3.3027 -3.0893 -0.9654
H: 3.5234 -4.1570 -0.9267
C: 4.3433 -2.1524 -0.9472
H: 5.3818 -2.4808 -0.8725
C: 4.0528 -0.7872 -1.0534
H: 4.8552 -0.0462 -1.0752
C: 2.7287 -0.3606 -1.1642
H: 2.5024 0.6988 -1.3177
H: -0.6520 0.2790 -1.9441
H: -0.6406 -1.2997 -4.3799
C: -1.4443 6.2853 0.8445
O: -0.5565 5.2931 0.2216
C: -0.7985 4.0302 0.3987
O: -0.0209 3.1447 -0.1015
N: -1.8154 3.6741 1.2006
N: -2.0980 2.2587 1.2361
H: -2.3938 6.3487 0.2936
H: -0.8904 7.2177 0.7410
H: -1.6256 6.0724 1.9083
H: -2.6272 4.2934 1.2749
H: -2.4949 2.0180 2.1522
H: -2.8589 2.0265 0.5796

## Properties
2S+1: 1
HOMO energy (spin up / spin down): -17.49 / -17.49 eV
charge: +3

Want to see where the charge sits? The natural (NBO) charges in e are: C -0.300; C -0.286; C -0.226; H 0.309; C -0.307; C -0.290; H 0.304; H 0.309; H 0.325; H 0.315; Nb 1.416; C -0.832; H 0.204; H 0.271; H 0.174; Si 1.181; C -0.428; C -0.214; H 0.200; C -0.195; H 0.252; C -0.105; H 0.262; C -0.170; H 0.263; C -0.211; H 0.240; C -0.530; C -0.135; H 0.227; C -0.177; H 0.257; C -0.135; H 0.260; C -0.207; H 0.251; C -0.214; H 0.203; H -0.056; H 0.242; C -0.299; O -0.379; C 0.933; O -0.648; N -0.462; N -0.640; H 0.228; H 0.277; H 0.210; H 0.455; H 0.445; H 0.432


Entry 3:
Molecular formula: C20H26N2O3S2
Method: DFT, ωB97M-V/def2-TZVPD

CARTESIAN COORDINATES (ANGSTROEM)
C: -4.0493 -1.6726 -2.1083
H: -4.9822 -1.1511 -1.9102
H: -3.2777 -0.9342 -2.3105
H: -4.1842 -2.2906 -2.9926
C: -3.6547 -2.5471 -0.9146
N: -3.3031 -1.8033 0.2725
C: -2.0364 -1.2964 0.4446
C: -1.0453 -1.4128 -0.5407
C: 0.2194 -0.8957 -0.3548
C: 0.5656 -0.2272 0.8110
C: -0.3974 -0.1378 1.8071
C: -1.6626 -0.6550 1.6352
H: -2.3624 -0.5544 2.4479
H: -0.1562 0.3588 2.7363
C: 1.9219 0.4049 0.9974
N: 2.4111 1.0410 -0.2172
C: 1.6521 1.8693 -0.9798
O: 2.0343 2.2995 -2.0552
C: 0.3145 2.2382 -0.4604
C: -0.8637 2.1076 -1.1340
C: -1.9673 2.6248 -0.4242
C: -1.6090 3.1755 0.7628
S: 0.0808 3.0617 1.0441
H: -2.2299 3.6534 1.4942
H: -2.9782 2.5947 -0.7888
H: -0.9320 1.6363 -2.0974
C: 3.7550 0.7404 -0.6744
C: 3.9799 -0.7537 -0.9077
H: 4.3845 -0.9702 -1.8909
H: 3.0931 -1.3536 -0.7328
S: 5.2635 -1.2247 0.2908
O: 4.6550 -1.4676 1.5712
O: 6.1284 -2.2409 -0.2381
C: 6.0365 0.4194 0.3002
C: 4.7991 1.2844 0.3371
H: 4.3790 1.2291 1.3424
H: 5.0153 2.3293 0.1138
H: 6.6749 0.5352 1.1685
H: 6.6087 0.5131 -0.6175
H: 3.8550 1.2786 -1.6245
H: 2.6495 -0.3577 1.2940
H: 1.8660 1.1386 1.8109
H: 0.9343 -0.9835 -1.1611
H: -1.2536 -1.8978 -1.4798
C: -4.3905 -1.3600 1.1181
C: -4.7416 0.1189 0.9370
H: -5.5336 0.3980 1.6276
H: -3.8723 0.7431 1.1280
H: -5.0825 0.3107 -0.0768
H: -5.2656 -1.9685 0.8799
H: -4.1413 -1.5522 2.1671
H: -2.8135 -3.1896 -1.1858
H: -4.4911 -3.2062 -0.6616

## Properties
2S+1: 1
SMILES: CCN(CC)c1ccc(CN(C(=O)c2cccs2)[C@H]2CCS(=O)(=O)C2)cc1
HOMO energy: -7.50 eV

Want to see where the charge sits? The natural (NBO) charges in e are: C -0.624; H 0.203; H 0.210; H 0.212; C -0.200; N -0.451; C 0.270; C -0.296; C -0.217; C -0.002; C -0.194; C -0.300; H 0.211; H 0.210; C -0.273; N -0.439; C 0.663; O -0.612; C -0.297; C -0.212; C -0.256; C -0.405; S 0.446; H 0.237; H 0.228; H 0.234; C -0.061; C -0.683; H 0.255; H 0.259; S 2.167; O -0.953; O -0.932; C -0.652; C -0.429; H 0.225; H 0.235; H 0.257; H 0.236; H 0.268; H 0.249; H 0.205; H 0.205; H 0.210; C -0.203; C -0.626; H 0.210; H 0.218; H 0.204; H 0.201; H 0.191; H 0.200; H 0.197


Entry 4:
Molecular formula: C20H26N2O3S2
Method: DFT, ωB97M-V/def2-TZVPD

CARTESIAN COORDINATES (ANGSTROEM)
C: 3.5386 1.7310 -1.8384
N: 2.9275 1.5982 -0.6772
C: 1.7267 0.9866 -0.6690
C: 1.2951 -0.0986 -1.6232
C: 0.0669 -0.9239 -1.6630
C: -0.8993 -0.5895 -0.4155
C: -0.6201 0.3560 0.6330
C: 0.6352 1.2015 0.2526
H: 0.8484 1.9699 0.9979
H: -1.1977 0.7020 1.2312
C: -2.1836 -1.0626 -0.4084
O: -2.8138 -1.5152 -1.5379
N: -2.5307 -1.7683 0.7068
H: -2.0431 -1.1106 1.6483
C: -3.8987 -2.0891 0.9242
C: -4.8474 -1.0255 1.8038
H: -4.4519 -0.9872 2.7688
H: -5.8634 -1.3318 1.7294
S: -4.4666 0.7438 0.8160
C: -5.8991 0.7577 -0.3296
C: -5.9203 -0.5604 -1.3790
H: -6.6215 -0.3065 -2.0082
H: -6.2829 -1.2862 -0.6766
H: -4.9328 -0.7496 -1.4557
C: -7.2247 1.1207 -0.0319
H: -7.1166 1.8855 0.7918
H: -7.9828 0.8625 -0.5547
H: -7.4583 0.2855 0.8324
C: -5.5391 1.8731 -1.1852
H: -5.3377 2.7632 -0.6097
H: -6.1918 2.2005 -2.1212
H: -4.5298 1.6961 -1.8958
H: -4.2421 -2.3420 0.0991
H: -3.8799 -3.0711 1.6952
H: -0.2547 -1.5542 -2.2460
H: 1.9587 -0.0848 -2.3689
S: 3.8313 1.3708 0.4727
O: 3.0467 1.4733 2.1203
O: 4.9071 2.2807 0.4849
C: 4.1907 -0.2059 0.4751
C: 3.5141 -1.4197 0.9014
C: 3.6220 -2.5820 0.6799
C: 4.8510 -2.9802 -0.1865
C: 5.7675 -2.0575 -0.5441
C: 5.3866 -0.5405 -0.3483
H: 6.2995 0.1549 -0.5430
H: 6.8249 -2.2519 -1.0353
H: 5.3328 -4.1077 -0.4128
H: 3.1175 -3.3618 0.6131
H: 2.3919 -1.0213 1.3081
H: 4.3114 2.5001 -1.8043
H: 2.8335 2.1504 -2.7388
H: 4.1180 0.8470 -2.3583

## Properties
2S+1: 1
HOMO energy: -8.86 eV

Want to see where the charge sits? The natural (NBO) charges in e are: C -0.452; N -0.757; C 0.108; C -0.186; C -0.087; C -0.086; C -0.151; C -0.115; H 0.234; H 0.172; C 0.589; O -0.671; N -0.553; H 0.361; C -0.173; C -0.429; H 0.204; H 0.219; S 0.130; C -0.152; C -0.596; H 0.199; H 0.178; H 0.251; C -0.638; H 0.241; H 0.231; H 0.173; C -0.645; H 0.212; H 0.231; H 0.209; H 0.196; H 0.175; H 0.189; H 0.188; S 2.270; O -0.898; O -0.881; C -0.466; C -0.127; C -0.209; C -0.178; C -0.260; C -0.128; H 0.248; H 0.236; H 0.229; H 0.216; H 0.241; H 0.257; H 0.240; H 0.209


> 2S+1 of number 3 (C20H26N2O3S2)?

1


> What is the formula in the second record?

C20H26N2NbO2Si


> What is the formula in the third record?

C20H26N2O3S2